Entry 1:
C2HNO2S | ωB97M-V/def2-TZVPD

```
7
Properties=species:S:1:pos:R:3:nbo_charge:R:1
C -2.015 -0.229 0.086 0.18
C -4.663 0.229 0.072 0.89
N -3.146 -0.006 0.082 -0.62
O -5.255 -0.831 0.145 -0.73
O -5.015 1.375 -0.002 -0.72
S 2.804 0.029 0.159 -1.10
H 1.829 0.605 0.883 0.10
```

The energy comes out at -18510.2014 eV. The calculation puts the max |F| at 1.98 eV/A. The charge is -2. The calculation puts the frontier orbital gap at 6.29 eV. The LUMO energy comes out at 0.228 Ha.

---

Entry 2:
C2HNO2S | ωB97M-V/def2-TZVPD

```
7
Properties=species:S:1:pos:R:3:nbo_charge:R:1
C 0.104 0.647 0.080 0.06
N 1.065 1.346 -0.098 -0.44
S 2.324 2.183 -0.025 0.15
H -0.509 0.039 -0.503 0.23
O 2.834 -1.498 -1.100 -0.51
C 2.981 -1.381 0.012 1.02
O 3.082 -1.435 1.140 -0.51
```

As for the structure (SMILES): C#[N+][S-].O=C=O. The energy comes out at -18508.7342 eV. The calculation puts the max |F| at 5.51 eV/A. The charge is 0. The calculation puts the frontier orbital gap (alpha / beta) at 8.76 / 8.76 eV. The LUMO energy (alpha / beta) comes out at -0.011 / -0.011 Ha.

---

What did the second record say?
C2HNO2S | ωB97M-V/def2-TZVPD

```
7
Properties=species:S:1:pos:R:3:nbo_charge:R:1
C 0.104 0.647 0.080 0.06
N 1.065 1.346 -0.098 -0.44
S 2.324 2.183 -0.025 0.15
H -0.509 0.039 -0.503 0.23
O 2.834 -1.498 -1.100 -0.51
C 2.981 -1.381 0.012 1.02
O 3.082 -1.435 1.140 -0.51
```

As for the structure (SMILES): C#[N+][S-].O=C=O. The energy comes out at -18508.7342 eV. The calculation puts the max |F| at 5.51 eV/A. The charge is 0. The calculation puts the frontier orbital gap (alpha / beta) at 8.76 / 8.76 eV. The LUMO energy (alpha / beta) comes out at -0.011 / -0.011 Ha.

---

Question: What is the energy in the first record?
Answer: -18510.2014 eV

---

Question: Look up the charge of the second one.
Answer: 0

---

Question: Which value of charge does entry 1 give?
Answer: -2